Here is a molecular structure, C3H3AgO3 at a distorted geometry from the Open Molecules 2025 dataset. Energies are from the ωB97M-V functional and the def2-TZVPD basis.

Results
orbital gap (alpha / beta) = 0.2131 / 0.3227 Ha
E_HOMO (alpha / beta) = -0.0731 / -0.1952 Eh
spin multiplicity = 2
total charge = -1
energy above the lowest of the compared OMol25 structures with the same formula, charge and spin = 0.00 kJ/mol
max |F| = 2.21 eV/A

Each line ends with the Mulliken charge.
Cartesian coordinates (Å):
H -0.06 -3.27 -0.55  0.2694
O 1.15 -1.32 -0.49  -0.6572
C -0.07 -1.36 -0.28  0.8487
O -0.71 -2.58 -0.37  -0.3851
O -0.87 -0.43 0.00  -0.7380
Ag -2.92 -1.60 0.15  -0.3298
H 0.05 1.35 -0.03  0.2739
C 1.13 3.11 0.57  -0.1903
C 0.52 2.35 -0.16  -0.4472
H 1.76 3.76 1.15  0.3557